118
Properties=species:S:1:pos:R:3 method="wB97M-V/def2-TZVPD" gap_ev=8.245 largest_force_ev_per_a=0.97 charge=0
Rb -0.031 -0.056 0.355
C 1.562 -2.715 5.549
C 0.787 -1.730 4.749
C 0.008 -0.704 5.237
C -0.477 -0.043 4.095
N -0.007 -0.646 3.002
N 0.755 -1.664 3.396
B 1.377 -2.717 2.444
N 0.257 -3.372 1.593
N -0.627 -2.702 0.852
C -1.508 -3.581 0.375
C -1.168 -4.870 0.822
C -0.049 -4.692 1.606
C 0.709 -5.757 2.316
C -2.659 -3.226 -0.444
C -3.231 -1.952 -0.404
C -4.373 -1.667 -1.134
C -4.973 -2.648 -1.908
C -4.414 -3.915 -1.955
C -3.268 -4.198 -1.243
N 2.527 -2.124 1.580
N 2.429 -1.084 0.748
C 3.632 -0.882 0.205
C 4.536 -1.828 0.716
C 3.797 -2.595 1.588
C 4.302 -3.756 2.368
C 3.933 0.146 -0.784
C 5.062 0.008 -1.597
C 5.386 0.964 -2.539
C 4.578 2.075 -2.712
C 3.458 2.228 -1.911
C 3.148 1.288 -0.944
C -1.349 1.122 4.052
C -2.100 1.424 2.916
C -2.937 2.526 2.891
C -3.052 3.340 4.007
C -2.319 3.044 5.145
C -1.470 1.956 5.167
H 1.455 -2.487 6.607
H 1.213 -3.731 5.376
H 2.617 -2.673 5.286
H -0.209 -0.495 6.267
H 1.852 -3.563 3.114
H -1.677 -5.794 0.635
H 0.255 -6.721 2.100
H 1.747 -5.777 1.987
H 0.695 -5.599 3.393
H -2.812 -1.202 0.263
H -4.803 -0.672 -1.081
H -5.882 -2.444 -2.454
H -4.885 -4.691 -2.541
H -2.842 -5.188 -1.298
H 5.582 -1.931 0.506
H 5.355 -3.909 2.141
H 4.196 -3.592 3.438
H 3.759 -4.663 2.112
H 5.693 -0.860 -1.487
H 6.274 0.839 -3.141
H 4.826 2.816 -3.459
H 2.827 3.097 -2.038
H 2.319 1.458 -0.264
H -2.043 0.752 2.064
H -3.530 2.743 2.005
H -3.722 4.188 3.993
H -2.419 3.661 6.026
H -0.898 1.741 6.057
C -1.334 2.248 -2.390
C -0.508 0.977 -2.405
As -0.069 0.246 -4.210
C -1.884 0.023 -4.922
C -3.001 -0.173 -4.122
C -4.249 -0.380 -4.684
C -4.394 -0.448 -6.059
C -3.281 -0.292 -6.871
C -2.042 -0.049 -6.305
C 0.361 1.993 -5.020
C 1.702 2.366 -5.019
C 2.094 3.607 -5.492
C 1.148 4.498 -5.973
C -0.189 4.138 -5.979
C -0.577 2.892 -5.513
As -1.770 2.766 -0.525
C -2.700 4.433 -1.001
C -3.828 4.389 -1.818
C -4.535 5.542 -2.115
C -4.131 6.758 -1.590
C -3.010 6.816 -0.780
C -2.309 5.661 -0.479
C -0.045 3.557 -0.040
C 0.633 4.412 -0.904
C 1.844 4.973 -0.540
C 2.403 4.683 0.695
C 1.731 3.848 1.572
C 0.510 3.297 1.211
H -2.281 2.093 -2.921
H -0.796 3.054 -2.899
H -1.024 0.178 -1.852
H 0.453 1.164 -1.910
H -2.908 -0.180 -3.042
H -5.110 -0.498 -4.043
H -5.368 -0.631 -6.495
H -3.381 -0.368 -7.945
H -1.167 0.086 -6.933
H 2.441 1.669 -4.633
H 3.140 3.882 -5.490
H 1.456 5.467 -6.341
H -0.930 4.836 -6.341
H -1.625 2.618 -5.532
H -4.161 3.439 -2.225
H -5.406 5.494 -2.753
H -4.686 7.659 -1.812
H -2.678 7.763 -0.379
H -1.442 5.713 0.170
H 0.208 4.666 -1.871
H 2.354 5.634 -1.228
H 3.358 5.109 0.968
H 2.150 3.626 2.545
H -0.030 2.679 1.927